# 1
The following is a DFT calculation (ωB97M-V/def2-TZVPD) of C3H7NOS in the gas phase in a non-equilibrium geometry.

Computed properties:
**LUMO energy**: 0.63 eV
**Energy above the lowest of the compared OMol25 structures with the same formula, charge and spin**: 130.2 kJ/mol

CARTESIAN COORDINATES (ANGSTROEM)
N: 1.9703 0.1816 -0.4129
C: 1.0202 1.0611 -0.1248
O: 1.2360 2.2008 0.3582
C: -0.3918 0.5557 -0.5411
C: -0.7054 -0.5323 0.4741
S: -2.6227 -0.8558 0.4298
H: 2.9891 0.3541 -0.0904
H: 1.8579 -0.5251 -0.9953
H: -0.5604 0.1722 -1.5407
H: -1.1839 1.4240 -0.4867
H: -0.4561 -1.5358 0.0471
H: -0.5035 -0.5818 1.5377
H: -2.6498 -1.9186 1.3450

Atoms 1-3, force components in eV/Å:
N 4.64 3.20 3.88
C -0.98 3.71 -0.58
O -0.64 -3.07 -0.69

These are the Löwdin partial charges, in e, on atoms 1 to 8: number 1, N, carries 0.1708; number 2, C, carries -0.5367; number 3, O, carries 0.0137; number 4, C, carries -0.1997; number 5, C, carries -0.4993; number 6, S, carries 0.5928; number 7, H, carries 0.1768; number 8, H, carries 0.0403

---

# 2
The following is a DFT calculation (ωB97M-V/def2-TZVPD) of a gas-phase ion, C3H7NOS (charge +1) in a non-equilibrium geometry.

Computed properties:
**Multiplicity**: 2
**LUMO energy (alpha / beta)**: -3.83 / -9.25 eV
**Energy above the lowest of the compared OMol25 structures with the same formula, charge and spin**: 105.3 kJ/mol
**Charge**: +1

CARTESIAN COORDINATES (ANGSTROEM)
O: -0.6758 -2.3836 -0.7277
C: -0.8199 -1.4577 0.0365
N: 0.1662 -0.9202 0.8150
C: 0.2750 0.5308 0.8884
C: 0.2633 1.3183 -0.4534
S: 0.6607 0.5266 -2.0166
H: -1.8357 -1.0333 0.1619
H: 0.9465 -1.4618 1.1571
H: 1.1960 0.7578 1.4053
H: -0.5754 0.8666 1.4895
H: 1.0089 2.1130 -0.3837
H: -0.7064 1.8234 -0.5933
H: 0.0967 -0.6799 -1.7790

Atoms 1-3, force components in eV/Å:
O 0.23 -0.05 0.02
C -0.69 -0.96 0.15
N 0.40 0.90 -0.22

These are the Löwdin partial charges, in e, on atoms 1 to 8: number 1, O, carries 0.0552; number 2, C, carries -0.3877; number 3, N, carries 0.0135; number 4, C, carries -0.1940; number 5, C, carries -0.4185; number 6, S, carries 1.2010; number 7, H, carries 0.1617; number 8, H, carries 0.1579

---

# 3
The following is a DFT calculation (ωB97M-V/def2-TZVPD) of a molecular structure, C3H7NOS2 in a non-equilibrium geometry.

Computed properties:
**LUMO energy**: 0.32 eV
**Energy above the lowest of the compared OMol25 structures with the same formula, charge and spin**: 648.5 kJ/mol

CARTESIAN COORDINATES (ANGSTROEM)
C: 1.6446 -1.2321 0.2883
C: -0.2663 0.4929 -0.0499
C: -1.7132 0.5712 0.5323
H: 2.3604 -0.2916 0.4466
H: 1.1076 -1.6164 1.4779
H: 2.6233 -2.1030 -0.4636
H: -1.9948 1.6473 0.9465
H: -1.7458 -0.2645 1.2938
H: -3.1972 -1.5234 -0.3027
H: 1.7916 2.2754 -1.4616
N: 0.3569 1.6682 -0.2056
O: 1.5466 1.3803 -0.8730
S: 0.3654 -0.9285 -0.8979
S: -2.8791 -0.0758 -0.7311

Atoms 1-3, force components in eV/Å:
C 3.38 -1.26 1.48
C -0.50 4.00 -0.84
C 1.00 -0.87 0.98

These are the Löwdin partial charges, in e, on atoms 1 to 8: number 1, C, carries -0.5189; number 2, C, carries -0.6852; number 3, C, carries -0.5661; number 4, H, carries 0.0343; number 5, H, carries 0.1255; number 6, H, carries 0.1656; number 7, H, carries 0.1191; number 8, H, carries 0.0648

---

# 4
The following is a DFT calculation (ωB97M-V/def2-TZVPD) of 2 unconnected molecules or ions with the total composition C3H7NOS2 in a non-equilibrium geometry.

Computed properties:
**LUMO energy**: -4.34 eV
**Energy above the lowest of the compared OMol25 structures with the same formula, charge and spin**: 562.0 kJ/mol

CARTESIAN COORDINATES (ANGSTROEM)
S: -0.3162 2.9089 -0.6922
S: 1.8600 0.1681 -1.5355
C: 0.5064 0.0616 -0.3021
C: -0.0096 -1.2798 -0.2032
N: -1.0902 -1.3097 0.6889
C: -1.1891 -2.2173 1.7079
O: -1.5559 -1.9783 2.8797
H: 0.9908 2.4580 -0.6529
H: 1.0445 0.5090 0.5335
H: -0.3766 0.8119 -0.4191
H: 0.6759 -2.0239 0.0911
H: -0.3144 -1.6933 -1.2889
H: -1.5596 -0.4586 0.8818
H: -0.9303 -3.2272 1.4209

Atoms 1-3, force components in eV/Å:
S 0.72 -1.20 0.11
S -2.02 0.22 1.11
C 4.61 1.37 -1.82

These are the Löwdin partial charges, in e, on atoms 1 to 8: number 1, S, carries 0.3826; number 2, S, carries 0.6527; number 3, C, carries -0.6977; number 4, C, carries -0.3590; number 5, N, carries 0.0078; number 6, C, carries -0.3031; number 7, O, carries 0.0039; number 8, H, carries -0.2683

---

# 5
The following is a DFT calculation (ωB97M-V/def2-TZVPD) of C3H7NS in the gas phase in a non-equilibrium geometry.

Computed properties:
**LUMO energy**: 0.82 eV
**Energy above the lowest of the compared OMol25 structures with the same formula, charge and spin**: 153.6 kJ/mol

CARTESIAN COORDINATES (ANGSTROEM)
C: -0.9539 -0.3737 -0.9924
C: 0.0900 -0.1492 0.1481
C: 0.8554 1.1330 0.3094
N: 0.6384 -1.2574 0.8688
S: -0.7499 -0.5502 1.7265
H: -1.7545 -0.9986 -0.5332
H: -0.5703 -0.7490 -1.8518
H: -1.4589 0.6073 -1.1783
H: 0.3106 1.9454 0.6307
H: 1.4232 1.4755 -0.6083
H: 1.6608 1.0298 1.0033
H: 0.5090 -2.1130 0.4773

Atoms 1-3, force components in eV/Å:
C -1.35 1.93 3.67
C -1.49 0.00 0.45
C 2.42 -0.62 -2.46

These are the Löwdin partial charges, in e, on atoms 1 to 8: number 1, C, carries -0.0755; number 2, C, carries -0.7861; number 3, C, carries -0.1105; number 4, N, carries -0.2336; number 5, S, carries 0.8019; number 6, H, carries 0.0562; number 7, H, carries 0.0275; number 8, H, carries 0.0954

---

# 6
The following is a DFT calculation (ωB97M-V/def2-TZVPD) of C3H7NS in the gas phase in a non-equilibrium geometry.

Computed properties:
**LUMO energy**: 0.89 eV
**Energy above the lowest of the compared OMol25 structures with the same formula, charge and spin**: 115.6 kJ/mol

CARTESIAN COORDINATES (ANGSTROEM)
S: -2.1911 -0.0730 -0.3707
C: -0.5162 -0.0558 0.4160
C: 0.5573 -1.0786 -0.0760
N: 1.5065 0.0325 -0.3551
C: 0.4237 1.0315 -0.1028
H: -2.8555 0.3152 0.7450
H: -0.5877 -0.1499 1.5457
H: 0.2386 -1.6016 -0.9787
H: 0.8811 -1.7349 0.7010
H: 1.8114 -0.0032 -1.2974
H: 0.0262 1.5719 -0.9260
H: 0.7056 1.7459 0.6989

Atoms 1-3, force components in eV/Å:
S 0.49 -0.12 0.96
C -0.13 -0.73 0.86
C -0.85 0.88 -0.62

These are the Löwdin partial charges, in e, on atoms 1 to 8: number 1, S, carries 0.6958; number 2, C, carries -0.6210; number 3, C, carries -0.2152; number 4, N, carries -0.0408; number 5, C, carries -0.2400; number 6, H, carries -0.1478; number 7, H, carries 0.1155; number 8, H, carries 0.1015

---

# 7
The following is a DFT calculation (ωB97M-V/def2-TZVPD) of C3H7NS2 in the gas phase in a non-equilibrium geometry.

Computed properties:
**LUMO energy**: 0.68 eV
**Energy above the lowest of the compared OMol25 structures with the same formula, charge and spin**: 200.3 kJ/mol

CARTESIAN COORDINATES (ANGSTROEM)
S: -1.0662 0.2106 2.8819
C: -0.8307 -0.2754 1.2480
C: 0.3711 0.2727 0.4806
C: 0.0977 -0.0084 -0.9705
N: 0.6604 0.7083 -1.8226
S: 0.9600 -0.1254 -3.3600
H: 0.0858 -0.1615 3.3736
H: -1.8264 -0.1635 0.7761
H: -0.7217 -1.4718 1.2844
H: 0.6892 1.2703 0.6224
H: 1.2791 -0.2997 0.7590
H: -0.4505 -0.8421 -1.2146
H: 0.7522 0.8859 -4.0581

Atoms 1-3, force components in eV/Å:
S -1.16 1.28 1.78
C 0.20 -3.57 -0.81
C -0.88 -1.59 -0.47

These are the Löwdin partial charges, in e, on atoms 1 to 8: number 1, S, carries 0.7305; number 2, C, carries -0.6879; number 3, C, carries -0.2318; number 4, C, carries -0.3442; number 5, N, carries -0.3095; number 6, S, carries 0.7388; number 7, H, carries -0.1547; number 8, H, carries 0.0745

---

# 8
The following is a DFT calculation (ωB97M-V/def2-TZVPD) of C3H7NS2 in the gas phase in a non-equilibrium geometry.

Computed properties:
**LUMO energy**: 0.66 eV
**Energy above the lowest of the compared OMol25 structures with the same formula, charge and spin**: 48.9 kJ/mol

CARTESIAN COORDINATES (ANGSTROEM)
N: -2.0281 -0.1522 0.4697
C: -1.1926 0.0298 -0.7326
C: -0.1246 1.1124 -0.4869
S: 1.2774 0.9913 -1.7549
S: 0.8005 -0.9615 -2.4140
C: -0.4615 -1.2086 -1.1207
H: -2.5996 0.6671 0.5487
H: -1.3961 -0.2671 1.2624
H: -1.8510 0.4604 -1.5714
H: 0.2973 1.0193 0.5259
H: -0.5875 2.1851 -0.5910
H: -1.1982 -1.9102 -1.5120
H: 0.0033 -1.8292 -0.3601

Atoms 1-3, force components in eV/Å:
N 0.74 -0.69 -0.98
C -0.16 2.05 -0.19
C 0.06 2.06 -0.66

These are the Löwdin partial charges, in e, on atoms 1 to 8: number 1, N, carries 0.0384; number 2, C, carries -0.5441; number 3, C, carries -0.4904; number 4, S, carries 0.4409; number 5, S, carries 0.4737; number 6, C, carries -0.5532; number 7, H, carries 0.0643; number 8, H, carries 0.0776